Version A
# C3H8N2O

A 2-piece molecular cluster, C3H8N2O overall (ωB97M-V with the def2-TZVPD basis set, the Open Molecules 2025 dataset).

Computed properties:
E_HOMO (alpha / beta) (eV): -8.87 / -8.87

Last column: Mulliken charge in e.
Atoms and positions in Å:
1 C -0.5715 0.4343 1.1091  -0.71
2 C -1.1265 -0.3302 0.0832  0.19
3 C -2.2777 -0.6605 -0.4704  -0.89
4 H -0.1007 -0.9190 -0.4430  0.27
5 H -0.3475 1.4814 0.9222  0.33
6 H -0.7559 0.1439 2.1401  0.32
7 H 0.8909 0.0760 0.9731  0.38
8 H -3.2123 -0.2339 -0.1205  0.30
9 H -2.3326 -1.3229 -1.3247  0.28
10 N 2.0247 0.8954 -0.5854  -0.40
11 N 1.7505 -0.2681 0.1888  -0.12
12 O 1.1886 -1.1888 -0.5339  -0.44
13 H 2.9612 1.2156 -0.3673  0.25
14 H 1.9087 0.6767 -1.5712  0.24

---

Version B
# C3H8N2O

One molecule with the formula C3H8N2O (ωB97M-V with the def2-TZVPD basis set, the Open Molecules 2025 dataset).

Computed properties:
E_HOMO (eV): -9.10
SMILES: NCCC(N)=O

Last column: Mulliken charge in e.
Atoms and positions in Å:
1 N -0.7662 2.0796 0.4955  -0.71
2 C 0.1968 1.1461 0.0555  -0.23
3 C -0.1205 -0.2290 0.6158  -0.56
4 C 0.3578 -1.4905 -0.1203  0.40
5 N 0.4013 -1.4826 -1.4932  -0.40
6 O 0.6571 -2.4597 0.5280  -0.59
7 H -0.9384 2.2905 1.5628  0.29
8 H -1.7184 1.7715 0.3742  0.27
9 H 1.2700 1.2543 0.5064  0.30
10 H 0.1522 0.8595 -1.0111  0.15
11 H 0.3983 -0.2244 1.5609  0.28
12 H -1.1518 -0.5017 0.7148  0.29
13 H 0.7340 -2.4179 -1.7910  0.27
14 H 0.5278 -0.5956 -1.9982  0.23

---

Version C
# C3H8N2O

One molecule with the formula C3H8N2O (ωB97M-V with the def2-TZVPD basis set, the Open Molecules 2025 dataset).

Computed properties:
E_HOMO (eV): -8.36
SMILES: CN/C=N/OC

Last column: Mulliken charge in e.
Atoms and positions in Å:
1 C -2.3296 -0.8443 0.3062  -0.74
2 N -0.8883 -1.1762 0.0433  -0.13
3 C 0.1121 -0.3065 -0.0530  0.01
4 N -0.1482 0.9076 -0.1298  -0.35
5 O 0.9843 1.8214 -0.2067  -0.23
6 C 2.2607 1.3146 -0.3181  -0.59
7 H -2.6319 -0.0720 -0.4833  0.24
8 H -2.7002 -0.3982 1.2877  0.24
9 H -2.9881 -1.7723 0.2480  0.29
10 H -0.6871 -2.2192 -0.0166  0.26
11 H 1.1030 -0.7207 0.0313  0.26
12 H 2.4740 0.8191 -1.2617  0.34
13 H 3.0160 2.2119 0.0930  0.24
14 H 2.4233 0.4346 0.4596  0.18

---

Version D
# C3H8N2O

One molecule with the formula C3H8N2O (ωB97M-V with the def2-TZVPD basis set, the Open Molecules 2025 dataset).

Computed properties:
E_HOMO (eV): -7.62
SMILES: C/C=C(/N)NO

Last column: Mulliken charge in e.
Atoms and positions in Å:
1 C -0.9809 -1.1401 1.2050  -0.96
2 C 0.2998 -1.0126 0.3878  -0.65
3 C 0.5650 0.2621 -0.2235  0.26
4 N 1.3057 1.3105 0.1784  -0.39
5 N -0.0367 0.1876 -1.4045  -0.12
6 O -0.4751 1.4865 -1.9681  -0.49
7 H -1.8163 -0.6241 0.7228  0.29
8 H -1.2629 -2.1892 1.3160  0.30
9 H -0.8847 -0.7217 2.2164  0.26
10 H 1.1591 -1.5203 0.8267  0.26
11 H 1.5066 1.4223 1.1558  0.25
12 H 1.3435 2.1302 -0.4099  0.24
13 H -0.3726 -0.9405 -1.0874  0.41
14 H -0.3507 1.3492 -2.9154  0.34

---

The structure with the most favorable energy is version B; the runner-up is 2.649 eV above it.

---

Version A
# C3H8N2O

One molecule with the formula C3H8N2O (ωB97M-V with the def2-TZVPD basis set, the Open Molecules 2025 dataset).

Computed properties:
E_HOMO (eV): -9.85
SMILES: CCC/N=[NH+]\[O-]

Last column: Mulliken charge in e.
Atoms and positions in Å:
1 C 0.9563 -1.4348 -1.0452  -1.16
2 C 0.1692 -0.8281 0.1078  -0.35
3 C -0.6906 0.3663 -0.3346  -0.48
4 N -1.3134 0.9628 0.8169  -0.36
5 N -0.6618 1.9025 1.3937  0.32
6 O 0.4275 2.5389 1.2216  -0.54
7 H 1.7158 -0.7425 -1.4047  0.33
8 H 0.3063 -1.7020 -1.8755  0.31
9 H 1.4532 -2.3345 -0.6931  0.33
10 H -0.4864 -1.5802 0.5517  0.29
11 H 0.8677 -0.4865 0.8768  0.30
12 H -1.4916 0.0278 -0.9929  0.33
13 H -0.0590 1.0954 -0.8547  0.41
14 H -1.1931 2.2149 2.2323  0.28

---

Version B
# C3H8N2O

One molecule with the formula C3H8N2O (ωB97M-V with the def2-TZVPD basis set, the Open Molecules 2025 dataset).

Computed properties:
E_HOMO (eV): -7.06
SMILES: C/C(N)=C(\N)O

Last column: Mulliken charge in e.
Atoms and positions in Å:
1 C 0.6752 1.2273 -0.6028  -1.29
2 C 0.3064 0.0752 0.3236  0.32
3 N 1.3247 -0.9678 0.2971  -0.65
4 C -1.0058 -0.4792 0.0928  0.15
5 N -1.8921 0.2305 0.7518  -0.43
6 O -1.2564 -1.6415 -0.5032  -0.51
7 H 0.9791 0.8738 -1.6012  0.34
8 H 1.5115 1.7917 -0.1817  0.26
9 H -0.1549 1.9234 -0.7317  0.41
10 H 2.2237 -0.6203 -0.0150  0.23
11 H 1.4457 -1.4027 1.2046  0.17
12 H -2.8857 0.1332 0.5421  0.21
13 H -0.8954 0.8207 1.2127  0.42
14 H -0.3760 -1.9643 -0.7891  0.37

---

The structure with the most favorable energy is version A; the runner-up is 0.131 eV above it.

---

Version A
# C3H8N2O

One molecule with the formula C3H8N2O (ωB97M-V with the def2-TZVPD basis set, the Open Molecules 2025 dataset).

Computed properties:
E_HOMO (eV): -8.84
SMILES: [H]/N=C(\NC)OC

Last column: Mulliken charge in e.
Atoms and positions in Å:
1 H -0.2039 -2.4709 -0.1504  0.18
2 N -0.0317 -1.8198 0.6037  -0.72
3 C 0.0159 -0.6939 0.0341  0.67
4 N -0.1903 -0.4397 -1.3063  -0.23
5 C 0.0530 0.9220 -1.8195  -0.70
6 O 0.1199 0.4336 0.7460  -0.35
7 C 0.0491 0.3369 2.2065  -0.65
8 H -0.1335 -1.2764 -1.9186  0.23
9 H -0.2764 0.9138 -2.9111  0.32
10 H 1.1046 1.3236 -1.6464  0.22
11 H -0.7147 1.5753 -1.2992  0.23
12 H -1.0167 0.1437 2.5935  0.26
13 H 0.8241 -0.3269 2.5133  0.32
14 H 0.4008 1.3787 2.3544  0.23

---

Version B
# C3H8N2O

One molecule with the formula C3H8N2O (ωB97M-V with the def2-TZVPD basis set, the Open Molecules 2025 dataset).

Computed properties:
E_HOMO (eV): -9.47
SMILES: CNC(=O)CN

Last column: Mulliken charge in e.
Atoms and positions in Å:
1 C 0.0463 -0.5884 -2.1712  -0.85
2 N 0.0899 0.0945 -0.9147  -0.19
3 C 0.4851 -0.5084 0.2240  0.60
4 O 0.8803 -1.6603 0.2510  -0.63
5 C 0.4035 0.3659 1.4629  -0.58
6 N -0.9581 0.8454 1.6913  -0.56
7 H -0.7329 -1.3518 -2.2853  0.28
8 H -0.2660 0.1344 -2.9355  0.33
9 H 0.9994 -1.0266 -2.4673  0.27
10 H -0.3002 1.0209 -0.8574  0.28
11 H 1.0303 1.2482 1.3376  0.34
12 H 0.8170 -0.2306 2.2656  0.30
13 H -1.5729 0.1007 1.9904  0.20
14 H -0.9215 1.5563 2.4087  0.22

---

Version C
# C3H8N2O

One molecule with the formula C3H8N2O (ωB97M-V with the def2-TZVPD basis set, the Open Molecules 2025 dataset).

Computed properties:
E_HOMO (alpha / beta) (eV): -5.84 / -6.41

Last column: Mulliken charge in e.
Atoms and positions in Å:
1 C 1.4662 -0.2237 0.6276  -0.04
2 N -0.7556 -0.6642 0.9846  -0.57
3 N 2.5865 -0.4102 -0.1126  -0.37
4 C -1.2129 0.7861 -0.0348  -0.27
5 C -2.1100 0.5262 -1.0529  -0.74
6 O 0.5264 -1.1123 0.5458  -0.18
7 H -1.3511 -1.4070 0.6116  0.33
8 H 2.5992 -1.1666 -0.7782  0.23
9 H 3.4728 -0.0906 0.2409  0.23
10 H 1.4508 0.5241 1.4098  0.48
11 H -1.5629 1.4412 0.7580  0.20
12 H -0.1464 1.0022 -0.2867  0.18
13 H -1.8095 0.0015 -1.9514  0.25
14 H -3.1535 0.7932 -0.9615  0.25

---

Version D
# C3H8N2O

A 2-piece molecular cluster, C3H8N2O overall (ωB97M-V with the def2-TZVPD basis set, the Open Molecules 2025 dataset).

Computed properties:
E_HOMO (eV): -8.68
SMILES: [H]/N=C/N.C=CO

Last column: Mulliken charge in e.
Atoms and positions in Å:
1 H -1.7449 1.3546 -1.7548  0.25
2 N -1.1219 0.7524 -1.1798  -0.53
3 C -2.1153 -0.0713 -0.7873  -0.11
4 N -2.4714 -0.6094 0.4361  -0.38
5 H -2.6559 -0.2902 -1.7209  0.28
6 H -2.4653 -1.6511 0.5360  0.23
7 H -2.4922 -0.0923 1.3142  0.24
8 C 2.2992 -1.2019 0.6199  -0.78
9 C 2.2946 0.2379 0.8408  0.07
10 O 1.5607 1.0088 -0.0175  -0.45
11 H 1.7401 -1.3915 -0.3251  0.30
12 H 2.2747 -1.8829 1.4014  0.29
13 H 2.4278 0.5423 1.9000  0.29
14 H 0.7120 0.5516 -0.0467  0.30

---

The structure with the most favorable energy is version B; the runner-up is 1.142 eV above it.

---

Version A
# C3H8N2O

A 2-piece molecular cluster, C3H8N2O overall (ωB97M-V with the def2-TZVPD basis set, the Open Molecules 2025 dataset).

Computed properties:
E_HOMO (eV): -9.27
SMILES: NCC=O.C=N

Last column: Mulliken charge in e.
Atoms and positions in Å:
1 N 0.0686 0.3760 1.9397  -0.58
2 C 1.0767 0.5595 0.9298  -0.27
3 C 0.7051 1.6398 -0.0757  0.04
4 O 1.4967 2.2608 -0.7217  -0.49
5 H -0.0276 -0.5839 2.2275  0.24
6 H 0.2698 0.9024 2.7743  0.20
7 H 1.2179 -0.3339 0.3102  0.24
8 H 2.1032 0.7619 1.2627  0.31
9 H -0.3916 1.7777 -0.1744  0.29
10 C -1.6205 -1.3792 -1.4971  -0.29
11 N -0.4538 -1.1238 -1.9117  -0.41
12 H -2.1847 -0.6114 -0.9705  0.25
13 H -2.1731 -2.2958 -1.7154  0.25
14 H -0.0867 -1.9500 -2.3777  0.22

---

Version B
# C3H8N2O

One molecule with the formula C3H8N2O (ωB97M-V with the def2-TZVPD basis set, the Open Molecules 2025 dataset).

Computed properties:
E_HOMO (eV): -9.67
SMILES: CC(=O)NCN

Last column: Mulliken charge in e.
Atoms and positions in Å:
1 C -2.2839 -0.3362 0.1239  -0.93
2 C -0.9700 0.2341 0.5883  0.56
3 O -0.8388 0.8480 1.6247  -0.58
4 N 0.1181 -0.1063 -0.1976  -0.30
5 C 1.4593 0.2843 0.2850  -0.38
6 N 2.4849 0.0697 -0.7029  -0.61
7 H -2.1318 -1.0181 -0.7051  0.31
8 H -3.0692 0.3749 -0.1206  0.27
9 H -2.6670 -0.9417 0.9369  0.26
10 H 0.0094 0.0345 -1.1912  0.25
11 H 1.6849 -0.3543 1.1378  0.28
12 H 1.4246 1.2987 0.6801  0.35
13 H 2.2474 0.5408 -1.5674  0.24
14 H 2.5321 -0.9282 -0.8919  0.27

---

Version C
# C3H8N2O

C3H8N2O as an isolated structure (ωB97M-V with the def2-TZVPD basis set, the Open Molecules 2025 dataset).

Computed properties:
E_HOMO (eV): -9.10

Last column: Mulliken charge in e.
Atoms and positions in Å:
1 C -0.7447 0.3856 0.0457  -0.41
2 C 0.3013 -0.2421 -0.7303  -0.19
3 C 1.5439 0.0643 0.0278  0.26
4 N 1.1660 -0.5319 1.3727  -0.50
5 O 2.5650 0.5381 -0.6422  -0.58
6 N -2.0124 0.0990 -0.6543  -0.66
7 H -0.9762 -0.0320 1.0460  0.35
8 H -0.6059 1.5019 0.1693  0.20
9 H 0.3977 -1.3688 -0.7327  0.23
10 H 0.1141 0.1157 -1.7931  0.32
11 H 1.9134 -0.5539 2.0475  0.25
12 H 1.1233 0.6728 0.9468  0.26
13 H -2.7529 0.1666 0.0398  0.24
14 H -2.0326 -0.8152 -1.1429  0.23

---

The structure with the most favorable energy is version B; the runner-up is 1.735 eV above it.

---

Version A
# C5H9N

One molecule with the formula C5H9N (ωB97M-V with the def2-TZVPD basis set, the Open Molecules 2025 dataset).

Computed properties:
E_HOMO (eV): -8.36
SMILES: C=CC/C=C/N

Last column: Mulliken charge in e.
Atoms and positions in Å:
1 C 2.2718 0.5061 -0.2623  -0.83
2 C 1.7198 -0.3565 -1.0414  -0.27
3 C 0.2127 -0.6444 -1.0762  -0.28
4 C -0.4495 -0.3541 0.2560  -0.65
5 C -1.6046 0.2179 0.4514  -0.13
6 N -2.2063 0.6339 1.7203  -0.56
7 H 3.3450 0.6477 -0.3470  0.23
8 H 1.8282 1.2045 0.3222  0.40
9 H 2.3279 -0.9471 -1.7096  0.33
10 H -0.0773 0.0285 -1.8714  0.31
11 H 0.0676 -1.7816 -1.2608  0.22
12 H 0.1851 -0.5504 1.1125  0.40
13 H -2.1935 0.4163 -0.3610  0.36
14 H -3.1553 1.0591 1.5528  0.25
15 H -2.2715 -0.0800 2.5145  0.23

---

Version B
# C5H9N

A 2-piece molecular cluster, C5H9N overall (ωB97M-V with the def2-TZVPD basis set, the Open Molecules 2025 dataset).

Computed properties:
E_HOMO (eV): -8.21
SMILES: C1=C(N2CC2)C1.[H][H]

Last column: Mulliken charge in e.
Atoms and positions in Å:
1 C 1.7764 -0.1007 0.7111  -0.54
2 C 0.8293 0.2591 -0.0987  0.24
3 N -0.2208 1.0625 -0.4452  -0.23
4 C -1.4007 1.2551 0.3659  -0.41
5 C -1.4796 0.5806 -0.9616  -0.31
6 C 1.6991 -0.8246 -0.6160  -0.41
7 H 2.3589 0.0138 1.6082  0.33
8 H -1.5245 0.6215 1.2420  0.23
9 H -1.7225 2.2874 0.4805  0.23
10 H -1.8536 1.1209 -1.8273  0.24
11 H -1.6635 -0.4921 -0.9676  0.23
12 H 2.4535 -0.6035 -1.3745  0.21
13 H 1.2956 -1.8439 -0.6818  0.19
14 H 0.0558 -1.5030 1.3647  -0.22
15 H -0.6031 -1.8332 1.2003  0.20

---

The structure with the most favorable energy is version A; the runner-up is 2.838 eV above it.

---

Version A
# C4H11NO2

A 2-piece molecular cluster, C4H11NO2 overall (ωB97M-V with the def2-TZVPD basis set, the Open Molecules 2025 dataset).

Computed properties:
E_HOMO (alpha / beta) (eV): -14.04 / -14.04
Total charge: +1
Multiplicity: 2

Last column: Mulliken charge in e.
Atoms and positions in Å:
1 C 1.2974 -0.7006 -1.7347  -1.06
2 C 0.4828 0.4553 -1.1851  -0.38
3 C -0.1320 0.4179 0.2412  -0.53
4 C 0.8798 -0.0840 1.2854  0.65
5 N 1.8758 0.7782 1.6796  -0.32
6 O 0.7688 -1.1430 1.8703  -0.14
7 H 0.8201 -1.4039 -2.4044  0.34
8 H 2.1657 -0.2905 -2.2625  0.30
9 H 1.8850 -1.2616 -0.9897  0.28
10 H -0.3035 0.6078 -1.9236  0.37
11 H 1.0834 1.3674 -1.1077  0.29
12 H -0.9422 -0.3101 0.3194  0.27
13 H -0.5411 1.4096 0.4202  0.34
14 H 2.1109 1.4088 0.9232  0.28
15 H 2.5311 0.3395 2.2956  0.28
16 H -4.5907 0.1375 1.2540  0.30
17 H -4.3483 -1.1670 0.5288  0.31
18 O -5.0429 -0.5612 0.7902  -0.61

---

Version B
# C4H11NO2

A 3-piece molecular cluster, C4H11NO2 overall (ωB97M-V with the def2-TZVPD basis set, the Open Molecules 2025 dataset).

Computed properties:
E_HOMO (alpha / beta) (eV): -14.63 / -14.52
Total charge: +1
Multiplicity: 2

Last column: Mulliken charge in e.
Atoms and positions in Å:
1 N 0.5032 -0.8618 1.9270  -0.50
2 C -0.2150 -0.0654 0.8559  0.85
3 C -0.4949 1.2798 0.9489  -0.73
4 C -2.4708 -0.9422 -0.2754  -0.66
5 C -1.2820 -1.1590 0.3658  0.09
6 H 1.2258 -0.2884 2.4965  0.31
7 H 0.9599 -1.6582 1.4330  0.33
8 H -1.3823 1.8232 0.4636  0.21
9 H 0.0313 1.8462 1.6004  0.36
10 H -3.1678 -1.7931 -0.4611  0.26
11 H -2.7404 0.0484 -0.6741  0.21
12 H -1.0715 -2.1954 0.7952  0.25
13 H 1.6216 3.6116 -2.6863  0.32
14 H 1.6193 2.8215 -1.3193  0.31
15 O 1.0988 3.0620 -2.1436  -0.62
16 H 2.0949 -0.9685 -0.7099  0.30
17 H 1.4585 -1.9019 -1.7890  0.33
18 O 1.7268 -1.8110 -0.8575  -0.63

---

The structure with the most favorable energy is version A; the runner-up is 1.365 eV above it.